# 1
The following is a DFT calculation (ωB97M-V/def2-TZVPD) of 5 unconnected molecules or ions with the total composition C8H25BBrClN8O6S.

Its energy above the lowest of the compared OMol25 structures with the same formula, charge and spin is 15.5 kJ/mol. The lowest unoccupied orbital energy is 0.378 eV. As for the strongest force on any atom: 0.8 eV/A. The calculation puts the gap between HOMO and LUMO at 9.528 eV. Its net charge is 0. As for the structure (SMILES): O=S(=O)(Cl)CCCCBBr.NC(N)=O.NC(N)=O.NC(N)=O.NC(N)=O.

```
51
Properties=species:S:1:pos:R:3:nbo_charge:R:1
O 4.4347 1.1076 -4.5869 -0.90
S 3.1448 1.1010 -5.1998 2.12
O 2.2594 0.0082 -4.9586 -0.91
Cl 3.4252 1.2299 -7.2109 -0.24
C 2.3418 2.6447 -4.8285 -0.66
C 1.2024 3.0660 -5.7489 -0.41
C 0.0762 2.0512 -5.9472 -0.39
C -0.4454 1.3888 -4.6575 -0.83
B -1.0182 -0.0338 -4.8790 0.52
Br -1.8567 -0.8932 -3.3626 -0.14
H 3.1448 3.3814 -4.8583 0.25
H 2.0375 2.5274 -3.7869 0.27
H 1.6453 3.3138 -6.7161 0.22
H 0.8082 3.9958 -5.3376 0.24
H -0.7588 2.6034 -6.3848 0.21
H 0.3529 1.3094 -6.6981 0.21
H 0.2939 1.3540 -3.8586 0.26
H -1.2761 1.9840 -4.2638 0.26
H -0.9916 -0.6177 -5.9103 -0.07
N -1.6000 -0.7375 0.2485 -0.86
C -2.7758 -1.1117 0.8453 0.77
N -2.8160 -0.9404 2.1981 -0.85
O -3.7121 -1.5624 0.2056 -0.67
H -0.8215 -0.3669 0.7582 0.38
H -1.5276 -0.8469 -0.7475 0.41
H -3.6584 -1.2067 2.6701 0.40
H -2.0574 -0.5820 2.7520 0.41
N -3.1550 -1.1836 6.6494 -0.85
C -2.1629 -1.4277 5.7346 0.78
N -1.6720 -2.6912 5.7177 -0.83
O -1.7583 -0.5474 4.9851 -0.70
H -3.5103 -1.8793 7.2759 0.39
H -3.5330 -0.2563 6.6808 0.41
H -0.9299 -2.9085 5.0791 0.43
H -1.9862 -3.4162 6.3322 0.39
N 1.8603 5.0199 -1.7639 -0.85
C 0.6428 4.3940 -1.7455 0.78
N 0.0771 4.2435 -0.5130 -0.84
O 0.0973 3.9926 -2.7609 -0.68
H 2.3241 5.3521 -0.9403 0.39
H 2.2956 5.1580 -2.6556 0.40
H -0.8136 3.7838 -0.4712 0.42
H 0.5027 4.5621 0.3360 0.39
N 2.4363 -5.1362 6.5900 -0.84
C 1.1399 -5.4727 6.3262 0.78
N 0.7701 -6.7360 6.6932 -0.85
O 0.3631 -4.6949 5.7964 -0.69
H 3.0935 -5.7573 7.0210 0.39
H 2.7325 -4.2147 6.3291 0.41
H -0.1735 -7.0129 6.5002 0.41
H 1.3919 -7.3908 7.1269 0.39
```

***

# 2
The following is a DFT calculation (ωB97M-V/def2-TZVPD) of a molecular structure, C30H23N3O3PPt.

Its energy above the lowest of the compared OMol25 structures with the same formula, charge and spin is 95.2 kJ/mol. As for the spin multiplicity: 3. Its expectation value of S² is 2.0245. The lowest unoccupied orbital energy (alpha / beta) is 2.560 / 2.511 eV. As for the strongest force on any atom: 0.6 eV/A. The calculation puts the gap between HOMO and LUMO (alpha / beta) at 5.628 / 7.281 eV. Its net charge is -1.

```
61
Properties=species:S:1:pos:R:3:lowdin_spin:R:1
Pt 0.7696 -0.4089 -0.1680 0.66
O 4.8483 -0.2261 1.0954 0.01
C 3.8570 -0.6826 0.5321 0.01
O 2.8632 0.0229 0.1610 0.12
C 3.9222 -2.1918 0.1904 0.00
C 5.2161 -2.7219 0.2225 0.00
C 5.4749 -4.0466 -0.0713 0.00
C 4.4287 -4.8990 -0.3989 0.00
C 3.1409 -4.4000 -0.4260 0.00
C 2.8695 -3.0566 -0.1412 0.00
P 1.1264 -2.5304 -0.1490 0.06
C 0.3917 -3.3505 1.3137 0.01
C 1.0442 -4.2887 2.1010 0.00
C 0.4006 -4.8487 3.2008 0.00
C -0.8951 -4.4769 3.5123 0.00
C -1.5509 -3.5264 2.7353 0.00
C -0.9097 -2.9585 1.6500 0.01
C 0.4105 -3.4814 -1.5370 0.01
C -0.2382 -4.7023 -1.3783 0.01
C -0.7412 -5.3782 -2.4827 0.00
C -0.5932 -4.8420 -3.7528 0.01
C 0.0492 -3.6214 -3.9173 0.00
C 0.5427 -2.9421 -2.8154 0.01
H 6.0104 -2.0418 0.4949 0.00
H 6.4926 -4.4172 -0.0434 0.00
H 4.6137 -5.9407 -0.6303 0.00
H 2.3229 -5.0634 -0.6802 0.00
H 2.0606 -4.5799 1.8641 0.00
H 0.9197 -5.5731 3.8162 0.00
H -1.3916 -4.9123 4.3708 0.00
H -2.5569 -3.2163 2.9880 0.00
H -1.3968 -2.1837 1.0652 0.01
H -0.3564 -5.1254 -0.3889 0.00
H -1.2494 -6.3249 -2.3478 0.00
H -0.9840 -5.3700 -4.6137 0.00
H 0.1542 -3.1916 -4.9053 0.00
H 1.0182 -1.9750 -2.9314 0.00
C 1.7949 5.3257 0.4735 0.06
C 0.4610 5.6511 0.2455 0.00
C -0.4909 4.6635 0.0787 0.05
C -0.1185 3.3151 0.1386 0.01
C 1.2158 2.9820 0.3780 0.05
C 2.1579 3.9880 0.5383 0.00
N -1.0868 2.3177 -0.0453 0.29
N -2.3281 2.7259 -0.2328 0.17
C -3.3874 1.8581 -0.2885 0.03
C -4.6107 2.4946 -0.6202 0.05
C -5.7712 1.7688 -0.7058 0.01
C -5.7285 0.4002 -0.4593 0.07
C -4.4893 -0.1344 -0.1282 -0.01
N -3.3559 0.5430 -0.0344 0.06
H 2.5369 6.1043 0.5978 0.00
H 0.1560 6.6894 0.1921 0.00
H -1.5264 4.9067 -0.1000 0.01
H 1.5546 1.9631 0.4530 0.00
H 3.1869 3.6993 0.7120 0.00
H -4.5801 3.5594 -0.8019 0.00
H -6.7074 2.2530 -0.9631 0.00
H -6.6102 -0.2229 -0.5182 0.01
H -4.4169 -1.2013 0.0784 0.00
O -0.7428 1.0616 -0.1446 0.22
```

***

# 3
The following is a DFT calculation (ωB97M-V/def2-TZVPD) of a molecular structure, C22H89GaNO20S in a non-equilibrium geometry.

Its energy above the lowest of the compared OMol25 structures with the same formula, charge and spin is 0.0 kJ/mol. The lowest unoccupied orbital energy is 1.870 eV. As for the strongest force on any atom: 1.1 eV/A. The calculation puts the gap between HOMO and LUMO at 6.313 eV. Its net charge is -1.

```
134
Properties=species:S:1:pos:R:3:mulliken_charge:R:1
N -2.5958 1.7159 1.3015 -0.19
C -2.9407 0.5691 2.2069 0.05
C -2.7116 0.8257 3.7083 -0.82
Ga -2.1321 2.6854 4.2412 0.32
S -3.3298 4.2467 2.9562 -0.53
H -3.4428 2.0973 0.8556 0.21
H -2.0544 1.3400 0.5040 -0.03
H -2.3272 -0.2698 1.8617 -0.22
H -3.9968 0.2981 2.0757 0.19
H -3.6446 0.6327 4.2539 0.32
H -1.9622 0.1286 4.1033 0.32
H -0.5532 2.9608 4.1203 -0.26
H -2.5212 2.9512 5.7999 -0.38
H -3.8955 5.0984 3.7976 0.02
C -0.7872 4.9857 -0.0986 0.77
O -1.3734 6.0814 0.5972 -0.52
H 0.1937 5.3214 -0.4389 -0.72
H -0.6537 4.1352 0.5743 -0.04
H -1.3622 4.6613 -0.9679 0.32
H -2.2230 5.7593 0.9321 0.21
C 0.6127 2.3156 -2.1923 0.08
O -0.7600 2.1264 -1.8481 -0.40
H 1.2049 2.0604 -1.3174 -0.25
H 0.8950 1.6647 -3.0210 0.23
H 0.8103 3.3589 -2.4508 0.20
H -1.2998 2.3614 -2.6177 0.21
C 2.9041 0.1745 -4.9672 -0.53
O 1.5228 -0.0483 -4.7084 -0.42
H 3.4486 -0.1262 -4.0745 0.20
H 3.2561 -0.4282 -5.8095 0.31
H 3.0975 1.2296 -5.1602 0.11
H 1.0224 0.2188 -5.4944 0.25
C -0.8301 -2.8851 0.1825 -0.69
O -1.2416 -1.5340 0.0283 -0.32
H -1.7021 -3.4493 0.5086 0.31
H -0.4729 -3.2897 -0.7663 0.11
H -0.0435 -2.9821 0.9363 0.36
H -0.4758 -1.0138 -0.2540 0.18
C 1.6614 3.0467 2.1167 -0.33
O 1.6983 2.0899 1.0421 -0.37
H 2.6914 3.2210 2.4251 0.22
H 1.2197 3.9938 1.8027 0.20
H 1.0851 2.6532 2.9505 0.09
H 0.7770 1.9290 0.7862 0.13
C 4.8362 1.8449 -0.9569 -0.47
O 3.8409 2.8428 -0.8413 -0.22
H 5.6773 2.2738 -1.5012 0.24
H 5.1952 1.5265 0.0265 0.15
H 4.4787 0.9691 -1.5074 0.16
H 3.0698 2.4340 -0.4050 0.21
C 2.0235 3.0186 -7.3739 -0.61
O 2.2827 3.2267 -5.9917 -0.39
H 2.3345 2.0022 -7.6104 0.24
H 0.9591 3.1245 -7.5998 0.29
H 2.5917 3.7149 -7.9948 0.24
H 2.0079 4.1303 -5.7726 0.25
C -1.5957 -2.5866 -3.7079 0.13
O -0.9065 -3.6617 -3.0687 -0.46
H -2.1461 -2.0614 -2.9297 -0.14
H -0.8859 -1.8934 -4.1639 0.17
H -2.2894 -2.9513 -4.4645 0.06
H -0.3917 -4.1269 -3.7449 0.23
C 0.0866 9.2794 0.1881 -0.66
O 0.2944 8.1394 -0.6272 -0.39
H 0.2836 10.1564 -0.4275 0.24
H -0.9428 9.3229 0.5522 0.25
H 0.7604 9.2973 1.0496 0.28
H 0.0996 7.3661 -0.0772 0.26
C -0.1922 -6.6698 -0.5598 -0.54
O -1.2769 -6.2501 -1.3807 -0.45
H -0.4546 -7.6419 -0.1485 0.25
H 0.7322 -6.7638 -1.1389 0.27
H -0.0284 -5.9802 0.2675 0.20
H -1.0388 -5.3812 -1.7355 0.29
C 5.2325 1.6023 3.0920 -0.21
O 5.5087 0.3217 2.5366 -0.53
H 6.1860 2.1139 3.2069 0.28
H 4.5894 2.1930 2.4361 -0.13
H 4.7592 1.5124 4.0724 0.29
H 4.6659 -0.1475 2.4428 0.31
C -4.5723 -4.0046 -6.6157 -0.65
O -4.3008 -3.2626 -5.4404 -0.40
H -3.6280 -4.1266 -7.1431 0.24
H -4.9751 -4.9949 -6.3869 0.28
H -5.2747 -3.4854 -7.2739 0.26
H -5.1245 -3.1455 -4.9411 0.25
C -0.5173 -8.2813 -3.8422 -0.37
O -0.5084 -7.0379 -4.5317 -0.49
H 0.2021 -8.9498 -4.3123 0.27
H -0.2423 -8.1421 -2.7970 0.09
H -1.5046 -8.7479 -3.8902 0.24
H -1.1608 -6.4817 -4.0760 0.28
C -5.0842 -1.3065 -2.4428 -0.57
O -5.0509 -2.7257 -2.5267 -0.52
H -6.1091 -1.0034 -2.6479 0.29
H -4.8045 -0.9533 -1.4486 0.28
H -4.4259 -0.8426 -3.1824 0.24
H -4.1414 -3.0103 -2.3443 0.29
C 2.8492 6.0695 -0.9112 -0.08
O 2.8083 6.9586 -2.0202 -0.58
H 3.8227 5.5864 -0.9228 0.30
H 2.7230 6.5912 0.0430 0.28
H 2.0868 5.2911 -0.9879 -0.29
H 1.9357 7.3842 -2.0246 0.33
C -2.3107 -0.1014 7.6829 -0.59
O -1.7174 -0.8802 6.6537 -0.37
H -2.2132 0.9471 7.4099 0.18
H -3.3760 -0.3327 7.7926 0.25
H -1.7956 -0.2879 8.6318 0.30
H -1.8155 -1.8133 6.8932 0.31
C 4.8707 5.9828 -6.7014 -0.46
O 4.3636 5.9182 -8.0327 -0.49
H 4.6381 5.0355 -6.2202 0.15
H 5.9536 6.1229 -6.7038 0.27
H 4.4020 6.7901 -6.1352 0.26
H 4.5645 6.7630 -8.4633 0.28
C -2.2897 -4.8711 8.3152 -0.58
O -2.2594 -3.7750 7.4062 -0.53
H -1.3875 -5.4526 8.1415 0.16
H -2.2874 -4.5223 9.3496 0.29
H -3.1619 -5.5061 8.1435 0.30
H -3.0678 -3.2606 7.5545 0.29
C 1.5769 -4.1707 9.0343 -0.43
O 0.9800 -4.8813 10.1181 -0.49
H 0.7979 -3.9839 8.2992 0.12
H 1.9834 -3.2148 9.3699 0.27
H 2.3709 -4.7615 8.5720 0.26
H 1.6722 -5.0500 10.7752 0.28
C -0.6396 -7.9561 3.3871 -0.61
O -0.5823 -6.7642 2.6227 -0.41
H 0.1094 -8.6304 2.9759 0.22
H -0.4067 -7.7786 4.4403 0.26
H -1.6184 -8.4383 3.3180 0.28
H -1.2435 -6.1481 2.9735 0.27
```